Entry from the OMol25 dataset: C2H2O3S in the gas phase (ωB97M-V/def2-TZVPD).

Element x y z (Å)
C1 -0.541 0.367 -0.153
C2 0.454 -0.711 0.228
H1 -2.186 1.357 0.407
H2 2.473 -0.819 -0.175
O1 -1.420 0.817 0.953
O2 1.676 -0.065 0.036
O3 0.403 -1.894 0.368
S1 -0.859 0.947 -1.663

Values from the calculation:
energy relative to the best compared isomer or geometry (same formula, charge and spin)	2.0605	eV
calculated total energy	-19082.3842	eV
HOMO-LUMO gap	8.895	eV